(1)
{"formula": "C3H6NO2", "method": "wB97M-V/def2-TZVPD", "symbols": ["O", "C", "C", "N", "C", "O", "H", "H", "H", "H", "H", "H"], "coordinates": [[2.8670, -0.1660, -0.4002], [1.6703, 0.0591, -0.2640], [0.6134, -0.7106, 0.3977], [-0.5750, -0.5246, -0.4269], [-1.5166, 0.5180, 0.1817], [-1.4661, 0.6061, 1.4996], [1.3037, 0.9126, -0.8773], [0.9229, -1.7566, 0.5065], [0.3878, -0.2275, 1.3642], [-0.4256, -0.3969, -1.4174], [-1.2954, 1.5021, -0.3194], [-2.4864, 0.1843, -0.2446]], "forces_ev_per_a": [[-0.5, -0.4, 0.6], [1.9, 0.7, -1.3], [-0.2, 0.2, -1.0], [-0.4, -0.9, 1.4], [-0.3, 0.4, 0.0], [0.2, -0.3, -0.3], [-0.4, 0.2, 0.5], [0.0, 0.1, 0.2], [-0.3, -0.2, 0.0], [0.3, 0.1, 0.0], [0.1, 0.0, -0.2], [-0.3, 0.1, 0.0]], "e_above_lowest_ev": 2.786, "homo_energy_ha": -0.1007, "smiles": "O=CCNC[O-]", "e_lumo_ev": 4.1, "homo_lumo_gap_ev": 6.87, "total_charge": -1}

---

(2)
{"formula": "C16H13F2NOS2", "method": "wB97M-V/def2-TZVPD", "symbols": ["O", "F", "F", "S", "S", "C", "C", "C", "C", "C", "C", "C", "C", "C", "C", "C", "C", "C", "N", "C", "C", "C", "H", "H", "H", "H", "H", "H", "H", "H", "H", "H", "H", "H", "H"], "coordinates": [[-0.9358, -1.5017, 0.6613], [1.9880, -3.3379, 6.4472], [2.7584, 0.3349, 3.6159], [-0.3823, 2.1752, -0.1277], [-0.5119, 4.1421, -2.5770], [-0.1979, -0.5777, 0.7161], [-0.4942, 2.5342, -1.8623], [-0.8359, 1.1943, -4.0429], [-0.2529, 0.4163, -0.3286], [-0.5955, 1.4207, -2.5705], [-0.7220, -0.0696, -4.5830], [-0.4769, 0.2622, -1.7575], [0.8731, -3.1763, 4.3207], [2.3529, -1.5415, 4.8729], [0.5359, -2.4626, 3.0978], [1.7409, -2.7323, 5.2627], [2.0382, -0.7700, 3.8054], [1.0277, -1.1847, 2.8044], [0.6623, -0.3596, 1.7566], [-1.9705, 4.8724, -1.4376], [-0.2026, -1.2024, -3.8120], [-0.7256, -1.1220, -2.3337], [-1.1791, 2.1255, -4.5165], [-0.7694, -0.3080, -5.6336], [0.4705, -4.1646, 4.5096], [3.0522, -1.0878, 5.5808], [-0.1685, -2.8430, 2.4785], [1.0462, 0.6168, 1.6455], [-2.7464, 4.1002, -1.3268], [-2.4315, 5.7635, -1.8759], [-1.5576, 5.1370, -0.4631], [-0.3855, -2.2035, -4.3287], [0.8967, -1.1269, -3.8298], [-1.8155, -1.4396, -2.3059], [-0.0851, -1.8836, -1.8621]], "forces_ev_per_a": [[-1.4, -2.8, -0.1], [0.0, 0.4, -1.0], [-0.1, 0.7, -0.3], [0.8, 0.1, -0.2], [-1.9, 0.8, 1.8], [0.1, 0.4, 0.9], [-0.1, 1.6, 1.7], [-0.2, -0.9, 0.4], [-0.8, 3.6, -5.3], [0.0, -3.2, -1.5], [0.3, 2.6, 0.1], [0.1, -2.6, 3.3], [-0.9, -1.0, -1.2], [1.2, 0.9, 2.6], [2.1, 1.3, 2.8], [-0.2, 1.3, -1.5], [-1.8, -1.3, -2.2], [1.6, -0.6, 2.9], [1.1, 2.8, -0.9], [0.8, -0.6, -0.7], [-0.1, -1.0, 0.7], [0.8, -1.1, -1.3], [0.3, -0.8, -0.5], [-0.6, 0.7, -0.4], [-0.5, 0.0, -0.3], [0.1, -0.1, -0.3], [-2.0, -1.3, -1.7], [0.1, -1.8, 0.9], [0.5, 0.2, -0.2], [0.4, -0.2, -0.3], [0.1, -0.1, -0.2], [-0.2, 1.3, 0.9], [-0.1, 0.0, 0.3], [1.3, 0.5, 0.2], [-0.8, 0.3, 0.6]], "e_above_lowest_ev": 1.840, "homo_energy_ha": -0.3066, "smiles": "CSc1sc(C(=O)Nc2ccc(F)cc2F)c2c1C=CCC2", "e_lumo_ev": -0.1, "homo_lumo_gap_ev": 8.22}

---

(3)
{"formula": "C9H14BBrNO6Yb", "method": "wB97M-V/def2-TZVPD", "symbols": ["C", "C", "B", "O", "C", "N", "O", "C", "C", "O", "C", "C", "O", "C", "C", "O", "Br", "O", "H", "H", "H", "H", "H", "H", "H", "H", "H", "H", "H", "H", "H", "H", "Yb"], "coordinates": [[3.3451, 1.2345, 0.0207], [2.9389, -0.1443, 0.6881], [1.3128, -0.4855, 0.5697], [1.1810, -1.5535, 1.6759], [1.6475, -2.7528, 1.0923], [2.2578, -3.7652, 0.9400], [0.8383, -1.1840, -0.6642], [-0.4855, -0.6833, -0.9958], [-1.5558, -1.4755, -0.1543], [-2.2170, -0.7025, 0.8232], [-3.6468, -0.7507, 0.7194], [-0.1863, 0.8411, -0.6058], [0.6809, 1.2649, -1.6754], [-1.4474, 1.7551, -0.7523], [-1.7356, 2.7062, 0.4372], [-2.8457, 2.9476, 0.6797], [-0.3669, 3.5697, 1.5203], [0.3724, 0.6236, 0.6695], [4.1406, 1.7042, 0.6275], [3.6525, 1.0252, -1.0212], [2.4963, 1.9440, 0.0167], [3.2288, -0.0909, 1.7563], [3.6097, -0.9494, 0.2059], [-0.7798, -0.8962, -2.0482], [-1.0211, -2.2925, 0.3898], [-2.2363, -1.9850, -0.8691], [-4.1252, -0.6936, 1.7179], [-3.9679, 0.1354, 0.1230], [-4.0294, -1.6826, 0.2522], [0.2740, 1.0838, -2.5345], [-2.3302, 1.0912, -0.8398], [-1.3802, 2.3720, -1.6687], [2.3805, -2.2113, -1.0961]], "forces_ev_per_a": [[-0.3, -0.6, 0.4], [0.1, 0.9, -1.4], [0.3, 1.5, 1.4], [0.7, -4.9, -2.3], [-0.3, 1.8, 5.3], [-1.7, 2.6, -0.9], [-4.1, 1.6, -0.8], [-1.2, 0.3, 0.9], [0.6, -0.3, 0.4], [-0.4, -0.6, -0.5], [-0.7, 0.5, -0.1], [-2.2, -1.7, -1.7], [1.5, 0.1, 1.0], [0.7, -0.5, 1.3], [0.9, -0.8, -0.9], [-2.1, 0.6, 0.7], [0.2, -0.2, -0.5], [1.0, 0.6, -1.4], [-0.1, -0.3, -0.7], [0.1, 0.6, 0.5], [0.4, -0.5, -0.1], [-0.3, -0.5, -0.6], [0.0, 0.9, 1.0], [1.0, 0.4, 0.4], [-0.2, 0.4, -0.5], [0.1, 0.5, 0.5], [0.6, 0.1, -0.5], [-0.1, -0.6, 0.4], [0.4, 0.5, 0.1], [-0.2, 0.1, 0.4], [0.4, 0.7, 0.2], [0.2, -0.3, 0.6], [4.9, -2.8, -2.6]], "homo_energy_ha": -0.4580, "e_lumo_ev": -5.0, "homo_lumo_gap_ev": 7.50, "total_charge": 1}

---

(4)
{"formula": "C11H7Cl28IN2O", "method": "wB97M-V/def2-TZVPD", "symbols": ["N", "C", "C", "C", "I", "N", "C", "O", "H", "H", "H", "H", "H", "H", "H", "C", "Cl", "Cl", "Cl", "Cl", "C", "Cl", "Cl", "Cl", "Cl", "C", "Cl", "Cl", "Cl", "Cl", "C", "Cl", "Cl", "Cl", "Cl", "C", "Cl", "Cl", "Cl", "Cl", "C", "Cl", "Cl", "Cl", "Cl", "C", "Cl", "Cl", "Cl", "Cl"], "coordinates": [[7.3157, -0.1767, 0.0961], [6.0962, 0.2583, -0.6017], [4.7739, -0.4629, -0.1983], [3.8545, 0.7997, -0.1965], [1.8260, 0.5916, 0.4153], [4.7155, 1.7259, 0.5758], [5.8525, 1.7703, -0.2784], [6.4451, 2.7290, -0.6560], [7.1671, 0.0150, 1.0843], [8.0405, 0.4794, -0.1810], [6.2501, 0.1068, -1.6741], [4.3950, -1.0564, -1.0307], [4.8513, -0.9831, 0.7529], [3.9853, 1.1525, -1.2292], [4.3599, 2.6720, 0.6835], [-2.3499, -1.5982, 0.4420], [-3.0628, -2.0623, 1.9912], [-3.6344, -1.1884, -0.7007], [-1.2943, -0.1943, 0.6769], [-1.3757, -2.9249, -0.2049], [-0.6596, -5.4402, 3.1911], [0.1012, -7.0253, 3.3888], [-0.7286, -4.6207, 4.7569], [0.2927, -4.4678, 2.0592], [-2.2981, -5.6555, 2.5594], [-3.2300, 2.4878, -3.1815], [-4.7480, 1.5811, -3.1214], [-2.2422, 2.0748, -1.7747], [-2.3526, 2.0734, -4.6610], [-3.5820, 4.2214, -3.1689], [1.4131, -3.8435, -3.6271], [0.7104, -4.3714, -2.0919], [0.1162, -3.4344, -4.7566], [2.4241, -2.4173, -3.3496], [2.3998, -5.1452, -4.3037], [0.2548, -4.5374, 8.8756], [1.9850, -4.2200, 9.0534], [-0.4229, -3.4401, 7.6635], [0.0109, -6.2093, 8.3534], [-0.5570, -4.2764, 10.4247], [-8.8393, 2.5271, -2.7460], [-8.1899, 0.8963, -2.5096], [-8.8405, 3.3877, -1.2012], [-7.8357, 3.4035, -3.9086], [-10.4934, 2.4157, -3.3616], [-2.5969, 8.4828, -2.4560], [-3.0141, 9.8483, -1.4128], [-2.0912, 9.0823, -4.0409], [-1.2774, 7.5603, -1.7246], [-4.0098, 7.4346, -2.6462]], "forces_ev_per_a": [[-0.5, 0.2, 0.1], [0.3, 0.1, -0.2], [-0.3, 1.4, -0.8], [1.7, -0.4, 0.3], [0.9, 0.0, -0.2], [0.0, 1.3, -0.4], [-1.2, -2.2, 0.7], [0.6, 0.7, 0.0], [0.1, -0.2, 0.1], [0.2, -0.2, -0.1], [0.1, 0.2, 0.1], [0.3, -0.6, 0.4], [-0.2, 0.0, 0.0], [-1.5, -0.2, -0.1], [-0.3, -0.1, 0.1], [0.0, -0.1, 0.0], [0.1, 0.0, -0.1], [0.1, 0.0, 0.1], [-0.4, 0.0, 0.1], [-0.4, 0.4, -0.1], [0.0, 0.0, 0.0], [0.0, 0.1, 0.0], [0.0, -0.2, -0.2], [0.1, -0.2, 0.3], [0.1, 0.0, 0.0], [0.0, 0.0, 0.0], [0.1, 0.0, 0.0], [0.0, 0.0, -0.1], [0.0, 0.0, 0.1], [0.1, -0.1, 0.0], [0.0, 0.0, 0.0], [0.2, -0.1, -0.1], [0.1, 0.0, 0.1], [0.0, 0.0, 0.0], [0.0, 0.1, 0.0], [0.0, -0.1, 0.0], [-0.1, 0.0, 0.0], [0.0, 0.1, 0.2], [0.0, 0.1, 0.0], [0.0, 0.0, -0.1], [0.0, 0.1, 0.0], [0.0, 0.1, 0.0], [0.0, 0.0, -0.1], [-0.1, 0.0, 0.1], [0.1, 0.0, 0.0], [0.1, 0.0, 0.0], [0.0, -0.1, -0.1], [0.0, 0.0, 0.1], [-0.1, 0.0, 0.0], [0.0, 0.1, 0.0]], "e_above_lowest_ev": 0.000, "homo_energy_ha": -0.3471, "e_lumo_ev": -0.1, "homo_lumo_gap_ev": 9.37}